Record 1
8 unconnected molecules or ions with the total composition C24H39N7O18. Source: the Open Molecules 2025 dataset; level of theory: ωB97M-V with the def2-TZVPD basis set.

Results
Gap between HOMO and LUMO = 8.52 eV
F_max = 0.6 eV/A
Electronic energy = -72786.58457 eV
Multiplicity = 1
HOMO energy = -9.157 eV
SMILES = CC(=O)OCCCCCc1ccc2c(c1)C(=O)C=CC2=O.C[N+](=O)[O-].C[N+](=O)[O-].C[N+](=O)[O-].C[N+](=O)[O-].C[N+](=O)[O-].C[N+](=O)[O-].C[N+](=O)[O-]
Charge = 0

```
88
C24H39N7O18 (ωB97M-V with the def2-TZVPD basis set)
O 4.025 -5.991 0.124
H 3.214 -1.181 -1.374
C 4.014 1.475 -1.346
H 0.956 -4.558 -0.601
O 4.682 0.895 -0.197
O -0.456 -4.005 4.788
C -0.292 1.217 -2.348
H -2.195 -1.521 -1.575
H -2.433 -2.582 2.739
O -2.260 4.870 -2.514
H 0.372 -6.185 -1.060
O -1.138 3.309 -5.140
C 4.224 -5.317 2.336
H -3.208 6.439 -0.702
O -5.338 -6.146 4.532
C -2.160 5.320 -5.638
H -2.562 5.489 -6.633
H 4.632 2.309 -1.666
H 3.431 -5.561 3.036
C -2.364 6.812 -1.274
C 0.805 1.601 -3.313
H -0.457 3.119 -1.348
H 1.416 3.731 -1.029
C 1.886 1.201 3.265
C 3.944 -1.410 -0.594
H -3.382 -6.322 6.221
H -1.747 6.238 -5.231
C -1.807 -0.512 -1.532
C -0.815 -0.075 -2.403
H 2.957 3.865 -1.801
C 2.107 3.187 -1.670
C -3.047 0.624 1.788
H 2.281 3.048 -3.817
O -0.479 5.481 -1.468
H -2.901 4.893 -4.974
H 4.915 -1.643 -1.025
H -3.253 0.076 2.699
H 2.714 2.224 0.132
O 2.721 -4.429 0.831
H -1.280 -1.746 3.828
H -1.684 7.381 -0.652
H 4.636 -4.336 2.554
C -1.939 -2.601 3.704
N -1.041 4.345 -5.764
H -2.662 -2.655 4.514
C -2.257 0.370 -0.566
O -1.081 -4.561 2.803
O -0.276 0.354 3.303
O 3.688 -0.219 1.451
H 4.993 -6.080 2.321
H 1.922 1.120 -0.965
N 0.484 1.181 3.772
O -2.404 3.769 0.433
O -0.103 4.660 -6.465
O -5.186 -4.119 5.253
C -3.253 -0.035 0.467
H -2.779 -5.793 4.627
H 2.538 1.033 4.117
N 0.086 -4.684 -2.493
O -4.128 -0.848 0.272
H 1.527 0.782 -3.382
O 0.182 1.995 4.616
O 0.251 -5.520 -3.355
C -1.763 1.669 -0.507
C -3.349 -5.506 5.507
C 1.494 2.945 -3.065
H -2.702 7.389 -2.129
N -4.743 -5.235 5.062
H 3.529 -2.231 -0.021
H 2.003 0.425 2.518
N -1.088 -3.823 3.768
H 3.942 0.720 -2.131
C -2.266 2.572 0.570
H -2.953 -4.606 5.962
C 0.159 -5.123 -1.073
C -2.573 1.865 1.848
N 3.610 -5.246 0.982
H -0.798 -4.907 -0.605
H 0.346 1.668 -4.300
O -0.130 -3.506 -2.699
H -0.421 -0.777 -3.130
H 2.061 2.186 2.842
N -1.639 5.625 -1.796
C -0.807 2.099 -1.405
C 2.624 1.958 -0.925
H -2.385 2.365 2.790
C 4.070 -0.203 0.308
H 0.779 3.742 -3.277
```

---

Record 2
A molecular structure, C11H22AsF5N5O2PtSTe at a distorted geometry. Source: the Open Molecules 2025 dataset; level of theory: ωB97M-V with the def2-TZVPD basis set.

Results
⟨S²⟩ = 2.01
Gap between HOMO and LUMO (spin up / spin down) = 8.42 / 8.46 eV
F_max = 1.6 eV/A
Electronic energy = -119106.40266 eV
Multiplicity = 3
HOMO energy (spin up / spin down) = -10.759 / -11.699 eV
Charge = +1

```
49
C11H22AsF5N5O2PtSTe (ωB97M-V with the def2-TZVPD basis set)
N -6.160 0.625 -1.429
H 4.510 -0.855 4.107
As 1.227 -0.542 -0.269
H 1.356 -2.990 0.152
Te -1.567 -2.076 -0.539
H 0.256 3.252 -3.154
F -3.303 -1.224 0.184
C 1.633 1.021 0.744
H 0.871 1.762 0.517
C 2.458 -0.685 -1.725
C 5.234 -2.457 1.212
N -1.465 4.427 -1.710
H -1.330 4.911 -2.579
F -0.304 -2.884 -1.740
H -3.764 0.526 1.956
H 6.072 -2.867 0.664
Pt -2.111 0.824 -0.087
H -4.006 2.170 1.740
H -2.151 4.771 -1.062
O -0.960 2.778 -0.257
O -0.282 -0.339 -1.116
N -3.933 1.267 1.283
C 4.357 -1.326 3.144
H 6.438 -1.761 2.847
F -2.346 -1.348 -2.071
F -2.634 -3.549 -1.005
H 0.541 1.956 -2.050
C -0.773 3.328 -1.364
C 1.471 -2.136 0.816
C 2.863 -2.049 1.393
H -6.936 0.203 -0.946
N 0.134 2.856 -2.240
H 3.462 -0.406 -1.421
H 2.229 -1.058 3.190
F -0.953 -0.181 1.388
H 2.630 1.371 0.487
H 1.579 0.769 1.798
H 3.795 -3.069 -0.254
S -3.738 1.629 -1.682
H 0.709 -2.138 1.592
H -5.836 0.511 1.019
C 3.951 -2.564 0.693
C 5.439 -1.834 2.437
N -5.091 0.999 0.546
H 2.438 -1.711 -2.085
C -5.058 1.020 -0.800
H -6.124 0.538 -2.431
H 2.097 -0.036 -2.519
C 3.075 -1.433 2.625
```

---

Record 3
A molecular structure, C13H17IN2Zn at a distorted geometry. Source: the Open Molecules 2025 dataset; level of theory: ωB97M-V with the def2-TZVPD basis set.

Results
Gap between HOMO and LUMO = 4.40 eV
F_max = 4.0 eV/A
Electronic energy = -73254.80863 eV
Multiplicity = 1
HOMO energy = -5.858 eV
Charge = 0

```
34
C13H17IN2Zn (ωB97M-V with the def2-TZVPD basis set)
H -4.128 1.389 -1.881
H 1.573 -2.902 3.796
C -3.583 0.807 -1.141
N 0.066 -1.612 1.071
H 4.390 3.346 -0.867
H 1.955 -2.370 1.375
C 3.649 2.622 -1.202
C 1.380 -1.466 -2.385
H 2.386 -1.027 -2.291
H -0.706 -2.421 4.790
Zn 0.244 -1.062 -0.889
C 0.771 -2.459 3.199
C -0.491 -2.191 3.745
H 0.912 -1.088 -3.309
C 0.999 -2.175 1.860
C -1.471 -1.623 2.928
H 4.043 1.607 -1.291
C -1.161 -1.323 1.597
H 3.063 4.036 -2.626
C -3.390 -0.213 1.034
C 2.793 3.052 -2.291
C -2.087 -0.626 0.685
C -2.313 0.341 -1.447
H -2.476 -1.406 3.295
H -1.837 0.521 -2.402
H 2.915 2.547 -0.262
H -5.135 0.862 0.381
H 1.760 3.134 -1.917
C -4.134 0.536 0.120
I 1.161 2.201 0.472
H 1.477 -2.560 -2.473
H 2.729 2.376 -3.139
N -1.601 -0.374 -0.559
H -3.756 -0.481 2.024
```

---

Record 4
A molecular structure, C32H36F4N8O3SSi3Ta. Source: the Open Molecules 2025 dataset; level of theory: ωB97M-V with the def2-TZVPD basis set.

Results
Gap between HOMO and LUMO = 5.36 eV
F_max = 0.6 eV/A
Electronic energy = -98696.84670 eV
Multiplicity = 1
HOMO energy = -15.640 eV
Charge = +3

```
88
C32H36F4N8O3SSi3Ta (ωB97M-V with the def2-TZVPD basis set)
H 2.880 4.406 2.627
C 1.576 2.289 5.729
C -0.037 3.245 -2.797
F -1.912 -5.735 2.444
H 4.023 4.522 0.082
C 3.323 3.737 -0.216
H 0.972 5.482 -1.554
H -3.117 0.280 1.649
H -0.810 3.956 -2.523
Si 0.389 1.933 -1.551
H -2.618 4.607 2.320
N 7.574 -2.169 -0.877
C -5.125 -4.751 3.883
F -5.836 -2.522 4.368
Ta 0.432 1.105 1.538
H 6.469 0.203 -1.170
O 1.409 -0.380 0.592
H 3.339 3.691 -1.304
C 4.751 -0.089 0.037
C -0.878 0.541 -1.470
F -3.585 -1.450 3.511
H 3.697 2.799 0.193
Si -1.379 3.291 0.698
C 1.887 4.693 2.272
H -1.857 0.814 -1.078
H 0.862 3.801 -3.069
H -0.379 2.504 4.827
C 0.658 2.217 4.709
C 6.433 -1.789 -0.311
C -6.531 -6.732 4.303
N 3.282 1.436 4.262
H -1.035 0.196 -2.497
C 5.918 -0.481 -0.539
H -3.045 1.437 3.007
C 2.355 1.406 3.354
C 5.716 -2.678 0.534
C -1.559 4.532 2.059
Si 1.662 4.194 0.475
N -0.693 -0.554 2.410
C 2.010 1.191 -2.080
H 2.733 1.943 -2.387
C -6.287 -5.325 4.326
H -2.658 2.883 -1.435
N -6.790 -7.851 4.269
H 1.776 0.595 -2.969
F -4.141 -6.831 3.299
C 2.886 1.884 5.460
C 0.373 2.701 0.309
H -1.009 4.262 2.961
C -2.973 1.317 1.929
H 6.106 -3.671 0.715
H 8.096 -1.552 -1.477
C -2.672 -3.551 2.942
C -7.380 -4.570 4.855
H 4.376 0.910 -0.137
H 3.646 1.916 6.232
C -3.750 -2.778 3.465
H -0.370 2.725 -3.701
C 0.935 5.625 -0.475
H 7.953 -3.090 -0.724
H 4.007 -2.970 1.760
H -0.515 -0.342 -0.931
H 1.149 4.306 2.971
H 1.292 2.641 6.710
H -2.412 4.593 -1.066
H 1.833 5.782 2.339
N 0.582 -4.104 1.468
O -1.663 1.744 1.475
O 2.227 -1.458 2.656
C -4.902 -3.318 3.909
N 2.474 1.012 2.014
S 2.613 -0.580 1.600
C -1.207 -1.590 2.509
C -0.356 -3.662 1.963
H 2.471 0.513 -1.368
H -3.612 3.690 -0.180
N -8.258 -3.964 5.283
C -2.617 3.612 -0.629
H -1.239 5.532 1.765
C -1.492 -2.961 2.492
H -0.091 5.877 -0.201
H -3.725 1.929 1.436
N 1.059 1.772 3.503
H 1.541 6.506 -0.245
C 4.053 -0.985 0.878
C -2.876 -4.964 2.912
C 4.550 -2.291 1.117
C -4.024 -5.532 3.354
```

---

Record 5
A gas-phase ion, C4H8NO3S (charge -1) at a distorted geometry. Source: the Open Molecules 2025 dataset; level of theory: ωB97M-V with the def2-TZVPD basis set.

Results
Gap between HOMO and LUMO = 7.62 eV
F_max = 3.4 eV/A
Electronic energy = -22743.34306 eV
Multiplicity = 1
HOMO energy = -4.010 eV
SMILES = CCOC(=O)C[S@@H](#N)[O-]
Charge = -1

```
17
C4H8NO3S (ωB97M-V with the def2-TZVPD basis set)
H 0.716 -2.273 0.531
H 1.959 1.923 1.065
O -0.505 0.982 -0.805
H 1.592 1.665 -1.003
C 0.931 1.633 0.997
H 0.462 2.943 -0.623
H 0.629 0.583 1.401
C 0.624 1.876 -0.506
O 0.997 -0.574 -1.490
H -2.054 -0.592 -0.614
O -1.222 -3.493 0.294
C -1.261 -1.170 -0.897
C -0.143 -0.301 -1.137
S -0.699 -2.169 0.760
H 0.270 2.377 1.678
N -0.979 -1.469 1.992
H -1.316 -1.940 -1.644
```

---

Record 6
4 unconnected molecules or ions with the total composition C12H18O12. Source: the Open Molecules 2025 dataset; level of theory: ωB97M-V with the def2-TZVPD basis set.

Results
Gap between HOMO and LUMO = 11.29 eV
F_max = 0.8 eV/A
Electronic energy = -37306.20649 eV
Multiplicity = 1
HOMO energy = -10.689 eV
SMILES = COC(=O)OC.O=C1OCCO1.O=C1OCCO1.O=C1OCCO1
Charge = 0

```
42
C12H18O12 (ωB97M-V with the def2-TZVPD basis set)
H 6.427 -2.916 -2.058
C 3.549 -2.364 -2.837
O 3.049 -9.787 0.643
C 7.270 -2.952 -2.743
O 4.126 -2.148 -4.035
H 3.927 -3.491 -5.580
H 7.650 -1.947 -2.910
C 4.669 -6.918 -1.284
H 3.010 -1.937 -5.753
O 7.068 -5.557 -3.392
O 1.899 -11.120 2.030
O 7.011 -4.944 -5.558
H -0.029 -11.541 2.559
H 0.439 -12.833 -0.082
H 7.557 -6.959 -5.548
H -0.673 -11.566 0.315
C 7.006 -4.720 -4.258
H 4.879 -4.832 -1.856
H 1.020 -12.968 2.279
O 3.743 -5.930 -3.189
O 4.026 -7.697 -4.557
O 4.051 -2.140 -1.784
H 2.293 -4.477 -4.272
H 8.061 -3.569 -2.323
C 2.152 -10.538 0.833
O 2.300 -2.861 -2.993
O 6.858 -3.416 -4.033
H 5.824 -6.639 -5.676
H 5.680 -6.770 -0.914
C 3.342 -2.721 -5.080
C 0.758 -11.971 1.941
O 4.706 -7.779 -2.417
H 3.210 -5.255 -1.330
O 1.252 -10.931 -0.089
C 6.811 -6.298 -5.983
H 4.048 -7.367 -0.513
H 6.877 -6.277 -7.064
C 0.360 -11.886 0.455
C 4.101 -5.594 -1.852
H 1.205 -3.168 -4.725
C 4.150 -7.190 -3.484
C 2.187 -3.394 -4.315
```

---

Record 7
A molecular structure, C34H44N6O2Pd at a distorted geometry. Source: the Open Molecules 2025 dataset; level of theory: ωB97M-V with the def2-TZVPD basis set.

Results
Gap between HOMO and LUMO = 4.63 eV
F_max = 1.2 eV/A
Electronic energy = -52489.34283 eV
Multiplicity = 1
HOMO energy = 0.115 eV
Charge = -2

```
87
C34H44N6O2Pd (ωB97M-V with the def2-TZVPD basis set)
H 3.719 1.642 1.442
N -0.308 -2.148 0.768
H 2.010 4.652 -1.762
N 0.745 0.739 2.736
C 1.171 3.040 -0.643
C -3.472 0.273 -2.204
H 2.191 1.033 -2.872
C -3.887 -0.315 -0.872
H -2.046 -3.091 0.105
C -4.893 -1.265 -0.795
H 5.612 -3.074 -0.641
C -1.098 3.052 -0.252
C -3.215 -0.805 -3.259
C 1.105 4.244 -1.333
H 3.623 -2.967 -2.089
N -2.187 1.003 0.240
H -6.065 -2.562 0.462
H -4.890 -1.882 2.521
H 2.008 -2.663 -3.549
H -2.526 0.789 -2.037
C 2.481 2.266 -0.608
H -5.403 -1.577 -1.702
H -1.960 -1.933 3.239
C -1.248 4.267 -0.916
C -5.267 -1.830 0.417
H -4.119 -1.375 -3.491
H 1.114 -3.066 -2.071
H -3.948 1.856 2.848
C 1.270 -2.294 -2.826
H -1.948 -0.797 4.593
H 3.561 -0.161 3.103
C -0.988 -3.184 0.295
O -3.402 2.964 0.373
C 3.811 -2.160 -1.388
H 5.986 2.478 2.013
C 5.836 1.708 1.251
H -0.008 1.383 2.961
O 3.544 2.852 -0.916
C -4.601 -1.442 1.571
C 4.544 0.933 1.513
C 4.930 -2.233 -0.563
H 2.060 -4.359 0.528
H 2.659 -0.244 -4.006
C 1.708 -0.976 -2.197
N 0.092 2.472 -0.104
C -4.502 1.303 -2.679
H 0.328 -2.145 -3.359
H -4.180 1.779 -3.611
N 2.293 0.992 -0.347
H 5.317 -0.415 3.042
C -2.350 2.308 0.181
H -0.414 -5.281 -0.231
C 1.102 -3.867 0.521
H -2.856 -0.344 -4.184
H -2.239 4.694 -0.989
C 5.162 -1.222 0.356
H -1.974 0.435 2.508
N 0.952 -2.580 0.898
H -2.449 -1.496 -2.900
H 1.663 -1.925 1.182
H 6.703 1.040 1.261
C -3.584 -0.500 1.539
C 3.207 -0.019 -0.417
H 1.554 1.326 2.550
H 4.658 1.104 3.675
C 2.947 -1.078 -1.339
H -0.219 5.796 -2.021
Pd 0.024 0.032 0.010
H 0.867 -0.612 -1.513
H -3.280 1.371 4.424
H -4.742 0.586 3.792
H 5.771 2.192 0.275
C -2.906 -0.041 2.812
C 4.311 -0.128 0.458
C 4.522 0.325 2.920
H 6.033 -1.285 1.003
H -5.472 0.825 -2.849
C -0.128 4.867 -1.469
C -2.547 -1.183 3.764
H -3.439 -1.659 4.185
C -0.143 -4.300 0.125
H 0.477 0.369 1.767
C -3.219 0.098 0.311
H -4.620 2.074 -1.915
C -3.771 1.010 3.514
H 0.951 0.226 -3.840
C 1.888 0.079 -3.296
```

---

Record 8
A molecular structure, C46H32ClF2GeN3OTeW at a distorted geometry. Source: the Open Molecules 2025 dataset; level of theory: ωB97M-V with the def2-TZVPD basis set.

Results
Gap between HOMO and LUMO = 6.07 eV
F_max = 3.6 eV/A
Electronic energy = -138329.18687 eV
Multiplicity = 1
HOMO energy = -7.215 eV
Charge = 0

```
88
C46H32ClF2GeN3OTeW (ωB97M-V with the def2-TZVPD basis set)
N -1.529 1.038 -0.397
C 3.492 -3.969 3.422
Cl 3.804 3.956 -6.403
C -3.331 -2.515 2.805
N -0.010 2.722 -1.536
C -4.137 2.582 -2.542
C 1.940 -2.275 2.619
H -1.713 3.350 0.337
C 3.267 1.159 -3.571
H -0.523 -2.315 -4.700
H 0.302 -5.031 -0.665
C 2.877 -2.725 3.573
H 3.651 0.210 -3.383
O 2.131 1.201 -1.558
H -3.279 3.964 2.194
H 4.188 -4.426 4.143
C -3.910 -3.599 0.759
C 1.491 1.842 2.808
C -1.981 3.093 3.742
C 0.924 3.728 -1.904
C -2.365 3.402 2.433
C 1.414 -3.082 1.590
H 4.289 1.451 4.800
C 0.207 -4.409 -1.555
C -1.897 3.584 -2.893
C 3.463 1.171 1.514
H -5.439 0.994 -0.957
C -2.061 -2.265 2.281
N -0.407 2.521 1.513
C 3.668 1.400 3.875
C 2.068 1.469 1.549
C -0.118 -2.282 -2.611
W 0.765 1.471 -0.164
H -0.408 2.114 4.902
H -2.405 -3.799 -0.738
C 0.076 2.272 2.750
C -3.541 1.695 -1.586
C -4.346 0.905 -0.766
H -2.664 3.233 4.537
C 2.371 1.831 -2.685
C -2.321 0.281 0.318
C -3.662 0.078 0.110
C 3.090 -4.690 2.316
H 3.109 -2.091 4.372
C 1.859 3.132 -2.956
C -1.291 2.719 -2.032
C 0.020 -5.056 -2.791
C -0.752 2.462 3.908
C -3.303 3.474 -3.141
H -3.673 -2.087 3.716
F 1.801 1.918 5.194
H -0.261 -1.231 -2.633
C 0.736 -0.402 0.488
H -5.209 2.510 -2.744
C 2.028 -4.347 1.483
C -2.137 1.712 -1.404
C -4.307 -3.147 2.031
H -0.408 -4.710 -4.900
H 3.533 -5.723 2.148
H 1.585 -1.226 2.700
H -4.170 -0.548 0.818
H 0.320 4.574 -2.226
C -1.548 3.112 1.368
H 3.897 1.038 0.533
Te 2.050 4.043 -0.099
H 1.804 -5.014 0.635
H -1.860 -0.247 1.144
F 5.583 1.154 2.481
H -3.772 4.146 -3.859
C 3.225 3.140 -4.932
C -0.285 -4.296 -3.937
C 3.734 1.868 -4.642
H -1.346 -1.689 2.859
C 0.152 -2.991 -1.393
Ge 0.122 -2.244 0.381
H 0.127 -6.117 -2.853
H -1.389 4.310 -3.492
H 2.077 4.849 -4.265
H -4.664 -3.930 0.030
C 2.322 1.753 3.962
C -1.693 -2.681 1.036
H -5.324 -3.209 2.381
C -0.335 -2.921 -3.795
C 4.228 1.256 2.620
H 4.506 1.620 -5.370
C -2.601 -3.393 0.261
C 2.323 3.787 -4.101
H 1.757 -0.614 0.743
```